# C28H24N3PPtSe2

A structure of composition C28H24N3PPtSe2 (ωB97M-V with the def2-TZVPD basis set, the Open Molecules 2025 dataset).

Last column: Löwdin spin population.
CARTESIAN COORDINATES (ANGSTROEM)
Pt -0.1806 0.5936 0.0954  1.199
N 2.1801 -0.2938 0.0599  0.110
C 2.7917 -0.1288 1.3490  0.006
C 4.1728 -0.0550 1.4977  0.004
C 4.7343 0.0340 2.7617  0.000
C 3.9361 0.0685 3.8952  0.004
C 2.5602 0.0503 3.7581  0.006
C 1.9907 -0.0338 2.4895  0.023
P 0.1852 0.0295 2.3381  0.132
C -0.3543 -1.5642 2.9908  0.015
C 0.3322 -2.6557 2.4424  0.014
C -0.0208 -3.9462 2.7796  -0.002
C -1.0763 -4.1607 3.6569  0.015
C -1.7586 -3.0844 4.2033  -0.001
C -1.4062 -1.7861 3.8736  0.012
C -0.3180 1.5265 3.2218  0.019
C -1.5537 1.7133 3.8373  0.012
C -1.9103 2.9671 4.3051  0.000
C -1.0617 4.0492 4.1365  0.017
C 0.1551 3.8785 3.4923  -0.001
C 0.5235 2.6305 3.0287  0.014
H 2.7926 0.0655 -0.6700  0.001
H 2.0216 -1.2817 -0.1433  -0.001
H 4.8157 -0.0942 0.6303  0.000
H 5.8080 0.0744 2.8606  0.000
H 4.3806 0.1294 4.8777  0.000
H 1.9141 0.1138 4.6225  0.000
H 1.1593 -2.4756 1.7698  0.001
H 0.5296 -4.7795 2.3687  0.000
H -1.3466 -5.1681 3.9316  0.001
H -2.5638 -3.2526 4.9043  0.000
H -1.9269 -0.9671 4.3399  0.001
H -2.2320 0.8885 3.9811  0.001
H -2.8557 3.0970 4.8050  0.000
H -1.3421 5.0197 4.5114  0.001
H 0.8202 4.7169 3.3619  0.000
H 1.4805 2.4880 2.5454  0.000
Se -1.7899 2.8761 0.5562  0.158
Se -2.9515 1.8943 -1.1862  0.007
C -3.1972 0.1193 -0.4208  0.013
C -4.4940 -0.3508 -0.2688  0.004
C -4.6897 -1.6414 0.1943  0.002
C -3.5726 -2.4233 0.4521  0.002
C -2.3132 -1.8721 0.2900  0.008
N -2.1270 -0.6199 -0.1252  0.091
C -0.1215 3.4318 -0.2979  0.024
C 0.2495 4.7622 -0.3065  0.003
C 1.4253 5.1025 -0.9573  0.012
C 2.1335 4.1046 -1.6150  0.002
C 1.6940 2.7935 -1.5358  0.013
N 0.5969 2.4583 -0.8588  0.055
H -5.3269 0.2909 -0.5046  0.001
H -5.6856 -2.0314 0.3395  0.000
H -3.6693 -3.4430 0.7822  0.000
H -1.4259 -2.4597 0.4885  0.000
H -0.3675 5.4939 0.1933  0.002
H 1.7640 6.1260 -0.9637  0.001
H 3.0171 4.3419 -2.1840  0.000
H 2.2131 1.9969 -2.0528  0.000

- Net charge: +2
- HOMO (alpha / beta): -13.307 / -14.235 eV
- Orbital gap (alpha / beta): 0.267 / 0.254 Eh
- Multiplicity: 3

=====

# C28H24N6Pd

A structure of composition C28H24N6Pd at a distorted geometry (ωB97M-V with the def2-TZVPD basis set, the Open Molecules 2025 dataset).

Last column: Mulliken charge in e.
CARTESIAN COORDINATES (ANGSTROEM)
Pd 0.8117 -0.4072 -1.2713  -0.168
C -3.8242 -0.3055 -0.7961  -0.280
C -2.6118 -0.8120 -1.2492  -0.287
N -1.5620 -0.9173 -0.4457  -0.261
C -1.7236 -0.5127 0.8171  0.308
C -2.9333 0.0158 1.2488  -0.425
N -3.9899 0.1175 0.4505  -0.652
C -0.5357 -0.6349 1.7208  -0.014
C -0.6338 -0.6337 3.1070  -0.400
C 0.5218 -0.7531 3.8722  0.754
C 1.7357 -0.8743 3.2023  -0.504
C 1.7428 -0.8697 1.8129  0.156
N 0.6301 -0.7506 1.1043  -0.254
C 2.9875 -1.0298 1.0064  0.458
C 4.2476 -0.7310 1.5149  -0.285
N 5.3582 -0.8865 0.8060  -0.633
C 5.2051 -1.3461 -0.4311  -0.250
C 3.9539 -1.6254 -0.9600  -0.232
N 2.8429 -1.4594 -0.2507  -0.499
C 0.4604 -0.7745 5.3643  0.638
C 1.5016 -0.2750 6.1391  -0.565
C 1.3981 -0.3162 7.5205  -0.346
N 0.3499 -0.8139 8.1695  -0.625
C -0.6436 -1.2917 7.4259  -0.387
C -0.6382 -1.2940 6.0401  -0.479
H -4.6723 -0.2311 -1.4642  0.496
H -2.4852 -1.1222 -2.2801  0.531
H -3.0553 0.3837 2.2599  0.402
H -1.5964 -0.5407 3.5862  0.344
H 2.6503 -1.0295 3.7540  0.641
H 4.3648 -0.3364 2.5165  0.418
H 6.1017 -1.4895 -1.0213  0.399
H 3.8403 -1.9807 -1.9764  0.417
H 2.3740 0.1716 5.6841  0.463
H 2.1997 0.0760 8.1361  0.366
H -1.4908 -1.7000 7.9651  0.365
H -1.4719 -1.7262 5.5057  0.427
C 0.4979 3.0216 -3.8834  -1.727
C 0.2470 1.5414 -3.5415  2.331
C 1.3089 0.7292 -4.2948  -2.295
C 0.3502 1.3657 -2.0125  -1.099
C -1.1735 1.1493 -3.9582  0.341
C -2.2654 1.8699 -3.4651  -0.017
C -3.5655 1.5411 -3.8068  -1.120
C -3.8182 0.4643 -4.6483  -0.338
C -2.7500 -0.2665 -5.1413  -0.889
C -1.4449 0.0749 -4.8007  -0.039
H 1.4829 3.3199 -3.5193  0.481
H -0.2430 3.6741 -3.4200  0.354
H 0.4657 3.1817 -4.9631  0.390
H 2.2977 1.0899 -4.0077  0.435
H 1.2069 0.8238 -5.3798  0.441
H 1.2563 -0.3291 -4.0450  0.398
H -0.3876 2.0407 -1.5594  0.444
H -2.0949 2.7068 -2.8000  0.320
H -4.3869 2.1265 -3.4122  0.387
H -4.8333 0.2047 -4.9196  0.419
H -2.9255 -1.1066 -5.8015  0.368
H -0.6351 -0.5169 -5.2038  0.382

- HOMO (alpha / beta): -6.377 / -6.510 eV
- Orbital gap (alpha / beta): 0.212 / 0.218 Eh
- Multiplicity: 1

=====

# C28H24N8O2Ti

A structure of composition C28H24N8O2Ti at a distorted geometry (ωB97M-V with the def2-TZVPD basis set, the Open Molecules 2025 dataset).

Last column: Mulliken charge in e.
CARTESIAN COORDINATES (ANGSTROEM)
Ti -0.0528 -0.6730 -0.6251  -1.493
O -3.4424 -1.3085 -2.6155  -0.617
C -2.3796 -0.8602 -2.2770  -0.181
N -1.2886 -1.5699 -1.8035  0.546
C -1.3855 -3.0250 -1.7119  -0.992
C -0.0243 -3.5406 -1.3263  0.599
C 0.3873 -4.8349 -1.5792  -1.029
C 1.6574 -5.2210 -1.1907  -0.306
C 2.4883 -4.3017 -0.5581  -0.978
C 2.0226 -3.0284 -0.3542  -0.194
N 0.7898 -2.6440 -0.7369  0.647
C -2.0476 0.6080 -2.3316  0.678
C -2.7965 1.4940 -3.0667  -0.799
C -2.3653 2.8098 -3.1464  -0.497
C -1.2053 3.1771 -2.4815  -1.037
C -0.5226 2.2305 -1.7434  -0.195
N -0.9358 0.9606 -1.6602  1.000
H -1.7232 -3.4529 -2.6512  0.582
H -2.1141 -3.3310 -0.9610  0.405
H -0.2877 -5.5245 -2.0726  0.529
H 2.0040 -6.2288 -1.3812  0.439
H 3.4842 -4.5713 -0.2315  0.461
H 2.6368 -2.2849 0.1356  0.508
H -3.6859 1.1346 -3.5679  0.610
H -2.9182 3.5366 -3.7303  0.474
H -0.8263 4.1896 -2.5290  0.492
H 0.3636 2.4935 -1.1885  0.439
N -1.6886 3.1043 3.2478  0.051
C -1.5975 2.7652 1.9626  -0.393
N -0.6963 1.9692 1.4593  -0.204
C 0.2638 1.4626 2.3072  0.369
N 1.2735 0.7887 1.8711  -1.714
N 1.3127 0.4830 0.5241  1.540
C 2.4389 0.6772 -0.0532  -0.678
C 2.5765 0.2874 -1.4687  0.876
C 3.7235 0.5263 -2.1892  -0.935
C 3.7506 0.1797 -3.5356  -0.527
C 2.6266 -0.3825 -4.1084  -0.976
C 1.5085 -0.5878 -3.3196  -0.124
N 1.4791 -0.2617 -2.0258  0.825
C 0.1558 1.6803 3.7477  0.735
C 1.0065 1.0730 4.6797  -0.405
C 0.8656 1.3460 6.0205  -0.858
C -0.1247 2.2356 6.4540  -0.424
C -0.9746 2.8366 5.5541  -0.959
C -0.8306 2.5475 4.2002  0.201
H -2.3936 3.7599 3.5427  0.265
H -2.3455 3.1952 1.3041  0.411
H 3.2500 1.1715 0.4689  0.485
H 4.5803 0.9796 -1.7055  0.540
H 4.6415 0.3519 -4.1283  0.458
H 2.6064 -0.6621 -5.1541  0.482
H 0.6070 -1.0239 -3.7202  0.501
H 1.7731 0.3972 4.3212  0.472
H 1.5226 0.8781 6.7423  0.429
H -0.2294 2.4527 7.5106  0.424
H -1.7464 3.5228 5.8893  0.411
C -2.9587 -0.5151 1.1942  -1.291
C -1.5929 -0.6157 0.6512  1.243
O -0.7417 -1.4026 1.0848  -0.359
H -3.2897 -1.4962 1.5295  0.396
H -3.6455 -0.1018 0.4602  0.330
H -2.9388 0.1440 2.0672  0.313

- Net charge: +2
- HOMO: -13.734 eV
- Relative energy (zero: lowest compared OMol25 entry of this formula, charge and spin): 57.4 kJ/mol
- Orbital gap: 0.255 Eh
- Multiplicity: 1

=====

# C28H25AuN10Te

A structure of composition C28H25AuN10Te (ωB97M-V with the def2-TZVPD basis set, the Open Molecules 2025 dataset).

Last column: Mulliken charge in e.
CARTESIAN COORDINATES (ANGSTROEM)
Au -2.4518 -0.5028 -0.1875  0.758
N -6.0111 -0.6160 -0.2337  -0.140
C -5.3937 0.5992 -0.0608  0.392
N -6.0902 1.7196 0.0587  -0.513
N -5.1664 2.6923 0.1438  -0.845
N -3.9839 2.2014 0.0752  -0.158
N -4.0751 0.8539 -0.0467  0.064
C -5.4412 -1.8381 0.0479  0.369
N -6.1544 -2.9462 0.1815  -0.560
N -5.2284 -3.9032 0.4067  -0.673
N -4.0454 -3.3971 0.4080  -0.491
N -4.1371 -2.0650 0.1864  0.298
H -7.0111 -0.5832 -0.1324  0.279
C -0.7755 2.3821 0.8796  -1.558
Te -0.2933 1.1784 -0.8488  0.337
C -0.8289 3.5200 -1.6075  -1.645
C -0.0076 4.2017 -0.6306  1.148
C 0.8649 5.2704 -0.8884  -0.915
C 1.6963 5.7764 0.1012  -0.357
C 1.6986 5.2255 1.3750  -0.654
C 0.8692 4.1381 1.6464  -0.537
C 0.0165 3.6293 0.6822  0.996
H -0.4478 1.8087 1.7448  0.385
H -1.8551 2.5117 0.8630  0.532
H -1.8587 3.3662 -1.2835  0.453
H -0.7649 3.8354 -2.6481  0.335
H 0.8789 5.7108 -1.8805  0.335
H 2.3548 6.6084 -0.1290  0.359
H 2.3606 5.6142 2.1404  0.345
H 0.9038 3.6576 2.6190  0.353
C 0.7185 -4.0019 2.7980  -0.494
C -0.3285 -3.0824 3.0100  -0.846
C -0.8629 -2.3924 1.9578  -0.711
C -0.3899 -2.5772 0.6339  1.131
C -0.9244 -1.8410 -0.4658  -0.664
C -0.4221 -2.1074 -1.7183  0.161
C 0.5982 -3.0576 -1.9351  -0.751
C 1.1335 -3.7480 -0.8880  -0.845
C 0.6529 -3.5214 0.4237  1.098
C 1.1951 -4.2132 1.5341  -0.816
H 1.1465 -4.5348 3.6395  0.349
H -0.7186 -2.9317 4.0094  0.353
H -1.6783 -1.6976 2.1173  0.280
H -0.8005 -1.5610 -2.5774  0.428
H 0.9720 -3.2154 -2.9406  0.337
H 1.9504 -4.4457 -1.0349  0.321
H 2.0108 -4.9075 1.3585  0.343
C 2.1309 0.8330 -2.8926  -1.535
C 2.8435 0.0438 -1.8257  1.639
C 3.9930 -0.6537 -2.1805  -0.873
C 4.7245 -1.3920 -1.2664  -0.825
C 4.3019 -1.4020 0.0595  -0.784
C 3.1780 -0.7054 0.4614  1.187
C 2.7449 -0.7201 1.8986  -1.260
C 2.3869 0.0294 -0.4810  -0.218
N 1.3324 0.7101 0.0631  -0.375
H 2.7249 0.8350 -3.8086  0.444
H 1.9771 1.8726 -2.5795  0.234
H 1.1502 0.4262 -3.1513  0.311
H 4.3119 -0.6223 -3.2192  0.275
H 5.6027 -1.9463 -1.5778  0.347
H 4.8539 -1.9708 0.8030  0.295
H 3.4931 -1.2154 2.5209  0.384
H 1.7844 -1.2364 2.0204  0.083
H 2.5908 0.3011 2.2518  0.306

- Net charge: -2
- HOMO (alpha / beta): -1.289 / -1.290 eV
- Relative energy (zero: lowest compared OMol25 entry of this formula, charge and spin): 177.1 kJ/mol
- Orbital gap (alpha / beta): 0.208 / 0.208 Eh
- Multiplicity: 1